# 1
This record from the OMol25 dataset describes a cluster of 3 separate species, C14H31NO4S2 in total. The level of theory is ωB97M-V/def2-TZVPD.

```
52
Properties=species:S:1:pos:R:3:mulliken_charge:R:1
C -3.356 0.365 -4.583 -1.36
C -2.105 0.757 -3.823 -0.24
N -0.897 0.205 -4.450 0.27
C -0.638 0.760 -5.756 -0.42
C 0.275 -0.135 -6.621 -1.31
C 0.275 0.246 -3.590 -0.62
C 0.464 -1.024 -2.788 -1.19
H -3.480 0.989 -5.471 0.34
H -4.303 0.510 -4.061 0.40
H -3.298 -0.667 -4.943 0.32
H -2.100 1.857 -3.912 0.25
H -2.122 0.510 -2.764 0.34
H -1.540 0.881 -6.351 0.31
H -0.133 1.742 -5.769 0.29
H -0.188 -1.105 -6.827 0.30
H 0.334 0.237 -7.651 0.43
H 1.278 -0.200 -6.209 0.32
H 0.267 1.158 -2.974 0.26
H 1.185 0.428 -4.171 0.46
H 0.692 -1.868 -3.434 0.37
H -0.433 -1.223 -2.196 0.23
H 1.253 -0.888 -2.042 0.30
C 0.302 -3.404 4.738 -0.78
C 0.827 -3.267 6.188 -0.55
C 0.107 -2.079 6.774 -0.80
S -0.163 -0.869 5.408 1.22
O 0.799 0.182 5.544 -0.67
O -1.583 -0.590 5.342 -0.68
C 0.253 -2.026 4.063 -0.54
H -0.737 -3.741 4.720 0.37
H 0.969 -4.086 4.215 0.35
H 1.904 -3.132 6.110 0.31
H 0.534 -4.134 6.777 0.31
H 0.601 -1.440 7.502 0.41
H -0.926 -2.333 7.004 0.32
H 1.263 -1.686 3.801 0.30
H -0.286 -2.061 3.124 0.44
C 1.129 3.383 1.351 -0.58
C 2.246 2.310 1.538 -0.64
C 1.779 1.074 0.777 -0.61
S -0.053 1.042 0.897 0.91
O -0.470 0.081 1.906 -0.57
O -0.627 1.110 -0.421 -0.52
C -0.144 2.663 1.748 -0.76
H 1.162 3.679 0.302 0.29
H 1.389 4.250 1.955 0.37
H 2.329 2.090 2.602 0.32
H 3.179 2.762 1.209 0.35
H 2.093 0.119 1.198 0.41
H 1.993 1.053 -0.291 0.24
H -0.203 2.382 2.799 0.34
H -1.095 3.135 1.503 0.40
```

Properties
Energy, eV: -46369.69818
SMILES: O=S1(=O)CCCC1.O=S1(=O)CCCC1.CCN(CC)CC

# 2
This record from the OMol25 dataset describes a cluster of 3 separate species, C14H32B3BrO13P2 in total. The level of theory is ωB97M-V/def2-TZVPD.

```
65
Properties=species:S:1:pos:R:3:mulliken_charge:R:1
C -3.882 -0.840 1.428 -0.35
C -3.982 -0.469 0.162 -0.12
B -4.269 0.205 -1.304 0.38
O -3.605 1.483 -1.547 -0.16
B -2.840 1.315 -2.781 0.19
C -1.519 2.298 -2.934 -0.86
C -2.006 3.769 -3.494 0.31
C -0.972 4.867 -2.862 -1.01
Br -1.941 3.657 -5.479 -0.15
O -3.233 0.348 -3.815 -0.34
B -4.677 0.177 -3.561 0.84
O -5.568 0.676 -4.578 -0.46
C -6.745 1.328 -4.014 -0.41
C -6.480 2.797 -3.397 1.19
C -7.362 2.931 -2.026 -1.18
O -6.833 3.804 -4.400 -0.54
O -5.139 -0.425 -2.308 -0.50
H -3.635 -0.828 2.559 0.36
H -0.702 1.849 -3.604 0.35
H -1.050 2.529 -1.890 0.25
H -3.078 3.939 -3.118 0.12
H -1.366 5.118 -1.803 0.31
H 0.066 4.375 -2.729 0.27
H -0.926 5.794 -3.540 0.33
H -7.489 1.479 -4.901 0.20
H -7.295 0.615 -3.282 0.29
H -5.393 3.009 -3.096 -0.62
H -8.344 2.329 -2.104 0.33
H -7.637 4.041 -1.909 0.39
H -6.715 2.570 -1.135 0.24
H -7.820 3.831 -4.390 0.38
C 0.614 -4.530 4.496 -0.69
O 0.601 -3.868 3.240 -0.34
P 1.321 -2.307 3.181 1.10
O 0.432 -1.810 4.326 -0.69
O 0.570 -2.003 1.757 -0.32
C -0.806 -2.334 1.622 -0.56
O 2.089 -0.771 3.082 -0.22
C 2.852 -0.399 4.220 -0.77
H 0.441 -5.595 4.324 0.26
H 1.578 -4.400 4.992 0.31
H -0.191 -4.149 5.128 0.26
H -1.333 -2.321 2.579 0.24
H -0.896 -3.324 1.170 0.30
H -1.278 -1.607 0.959 0.15
H 3.470 -1.234 4.557 0.38
H 2.195 -0.070 5.027 0.28
H 3.504 0.433 3.941 0.26
C 8.428 0.004 2.221 -0.66
O 8.274 -0.990 1.219 -0.32
P 6.677 -1.565 0.937 1.09
O 6.487 -1.924 2.416 -0.67
O 7.271 -2.866 0.138 -0.37
C 8.354 -3.587 0.708 -0.59
O 5.081 -2.078 0.563 -0.39
C 4.041 -1.317 1.160 -0.39
H 9.389 0.499 2.069 0.25
H 7.629 0.746 2.156 0.29
H 8.433 -0.459 3.210 0.26
H 8.382 -3.503 1.797 0.31
H 9.293 -3.217 0.290 0.24
H 8.249 -4.641 0.446 0.25
H 4.247 -0.249 1.066 0.31
H 3.931 -1.585 2.210 0.15
H 3.105 -1.543 0.643 0.26
```

Properties
Energy, eV: -132302.43893
SMILES: C#CB1OB(C[C@@H](C)Br)OB(OC[C@H](C)O)O1.COP(=O)(OC)OC.COP(=O)(OC)OC

# 3
This record from the OMol25 dataset describes a cluster of 6 separate species, C14H32BBrF3IN5O7P in total. The level of theory is ωB97M-V/def2-TZVPD.

```
65
Properties=species:S:1:pos:R:3:mulliken_charge:R:1
O 2.300 0.740 3.253 -0.48
P 2.295 -0.134 1.707 -0.04
I 1.190 1.373 0.045 -0.05
B 1.281 -1.759 1.833 0.49
Br 1.544 -3.085 0.300 -0.23
C 0.223 -2.113 3.069 -0.41
C -1.233 -2.694 2.532 -0.14
O -2.393 -2.189 3.290 -0.34
C -3.125 -1.144 2.558 -0.42
C -2.663 0.404 2.990 0.72
F -1.741 0.856 1.914 -0.20
F -3.886 1.277 2.943 -0.27
F -2.050 0.335 4.339 -0.22
H 2.786 0.182 3.953 0.37
H 0.773 -2.880 3.795 0.28
H 0.017 -1.124 3.692 0.15
H -1.319 -2.508 1.368 0.21
H -1.195 -3.868 2.744 0.14
H -3.097 -1.237 1.392 0.31
H -4.276 -1.202 2.871 0.17
O 4.543 -0.125 4.924 -0.72
C 5.508 0.630 4.927 0.67
N 5.669 1.557 5.911 -0.39
C 6.575 0.601 3.871 -0.83
H 6.447 2.199 5.956 0.18
H 4.963 1.595 6.634 0.24
H 6.118 0.800 2.897 0.22
H 7.043 -0.387 3.863 0.25
H 7.348 1.353 4.054 0.33
O 3.191 4.111 -2.352 -0.64
C 2.381 4.154 -3.271 0.70
N 1.072 3.842 -3.065 -0.33
C 2.751 4.544 -4.672 -0.77
H 0.369 3.863 -3.789 0.19
H 0.798 3.575 -2.128 0.11
H 3.505 3.848 -5.049 0.27
H 3.159 5.559 -4.664 0.14
H 1.887 4.520 -5.342 0.29
O -0.965 -5.666 0.177 -0.61
C -2.136 -5.980 0.000 0.61
N -2.902 -5.334 -0.922 -0.39
C -2.815 -7.080 0.764 -0.85
H -3.870 -5.557 -1.103 0.21
H -2.467 -4.589 -1.450 0.21
H -2.789 -6.841 1.831 0.21
H -2.284 -8.019 0.585 0.30
H -3.857 -7.203 0.458 0.30
O 1.830 6.848 -6.396 -0.62
C 2.468 7.641 -7.078 0.65
N 3.149 8.670 -6.502 -0.38
C 2.556 7.551 -8.574 -0.88
H 3.688 9.347 -7.022 0.19
H 3.105 8.751 -5.495 0.23
H 1.550 7.628 -8.996 0.25
H 2.996 6.589 -8.849 0.23
H 3.172 8.351 -8.994 0.32
O -6.164 -5.578 -0.487 -0.64
C -6.337 -4.805 0.448 0.71
N -5.382 -3.899 0.794 -0.18
C -7.589 -4.789 1.277 -0.96
H -5.478 -3.243 1.555 0.13
H -4.529 -3.891 0.249 0.14
H -7.718 -5.768 1.747 0.25
H -8.443 -4.577 0.629 0.27
H -7.547 -4.027 2.061 0.31
```

Properties
Energy, eV: -133081.94528
ΔE to the lowest compared entry with this formula, charge and spin, eV: 3.963
SMILES: OP(I)B(Br)CCOCC(F)(F)F.CC(N)=O.CC(N)=O.CC(N)=O.CC(N)=O.CC(N)=O

# 4
This record from the OMol25 dataset describes a cluster of 2 separate species, C14H32BO4 in total. The level of theory is ωB97M-V/def2-TZVPD.

```
51
Properties=species:S:1:pos:R:3:mulliken_charge:R:1
C 3.090 -1.822 0.720 -0.52
O 3.446 -2.336 -0.548 -0.41
C 3.566 -1.341 -1.536 -0.83
C 2.243 -0.660 -1.933 0.31
C 2.347 0.870 -1.985 -0.96
C 2.187 1.512 -0.600 -0.73
C 0.714 1.701 -0.202 1.07
C 0.101 2.949 -0.832 -0.76
C -1.387 3.201 -0.500 -0.97
C -2.232 1.994 -0.057 -0.35
C -2.578 1.002 -1.187 -0.61
C -3.078 -0.368 -0.673 -0.95
C -2.063 -1.527 -0.575 -0.75
C -1.474 -1.749 0.840 0.90
C -1.003 -3.216 1.101 -0.21
O -1.505 -3.576 2.352 -0.69
B -1.894 -2.294 3.016 0.94
O -2.404 -1.484 1.849 -0.86
H 3.277 -2.614 1.445 0.27
H 3.710 -0.949 0.976 0.36
H 2.032 -1.538 0.780 0.05
H 4.298 -0.584 -1.199 0.38
H 4.002 -1.858 -2.397 0.33
H 1.469 -0.960 -1.212 -0.38
H 1.906 -1.046 -2.905 0.43
H 3.317 1.154 -2.423 0.41
H 1.581 1.263 -2.665 0.43
H 2.686 0.879 0.149 0.18
H 2.702 2.485 -0.570 0.50
H 0.148 0.821 -0.525 -0.63
H 0.606 1.728 0.887 -0.02
H 0.236 2.896 -1.921 0.32
H 0.686 3.823 -0.506 0.32
H -1.868 3.641 -1.389 0.29
H -1.451 3.975 0.278 0.35
H -3.168 2.400 0.356 0.48
H -1.759 1.446 0.767 0.09
H -3.369 1.450 -1.807 0.43
H -1.708 0.883 -1.851 0.19
H -3.485 -0.234 0.336 0.45
H -3.918 -0.691 -1.303 0.41
H -1.229 -1.355 -1.279 0.06
H -2.554 -2.456 -0.894 0.65
H -0.594 -1.086 0.969 -0.57
H 0.101 -3.267 1.064 0.03
H -1.392 -3.909 0.336 0.27
H -0.872 -1.723 3.481 -0.39
H -2.760 -2.461 3.866 -0.29
O -0.042 1.740 3.170 -0.60
H -0.484 2.565 3.383 0.26
H -0.252 1.147 3.897 0.30
```

Properties
Energy, eV: -23905.13042
ΔE to the lowest compared entry with this formula, charge and spin, eV: 0.000
Charge: -1

# 5
This record from the OMol25 dataset describes a cluster of 3 separate species, C14H32BrN2O in total. The level of theory is ωB97M-V/def2-TZVPD.

```
50
Properties=species:S:1:pos:R:3:mulliken_charge:R:1
Br 1.678 -1.240 -3.652 -0.74
C 3.214 2.507 -3.601 -0.89
C 4.355 2.034 -4.435 0.53
O 5.270 2.672 -4.832 -0.44
N 4.396 0.532 -4.568 0.11
H 5.293 0.184 -4.229 0.35
H 3.642 0.147 -3.973 -0.05
C 4.135 0.127 -5.987 -0.82
H 3.222 3.590 -3.536 0.34
H 3.318 2.101 -2.591 0.22
H 2.248 2.157 -3.971 0.37
H 4.851 0.614 -6.642 0.38
H 3.160 0.528 -6.261 0.35
H 4.086 -0.956 -6.007 0.35
C -5.264 0.780 0.599 -1.18
C -4.037 0.273 -0.168 -0.75
C -3.070 -0.588 0.624 -0.25
C -2.206 0.214 1.586 -1.09
N -1.216 -0.618 2.345 0.79
C -1.817 -1.798 3.099 -0.83
C -1.019 -1.955 4.380 -0.72
C -0.711 -0.525 4.796 -0.67
C -0.603 0.210 3.464 -0.68
C -0.077 -1.108 1.427 -1.11
C 0.584 -0.035 0.593 -0.39
C 1.970 -0.508 0.129 -1.18
H -5.712 -0.023 1.188 0.30
H -5.935 1.274 -0.096 0.39
H -4.966 1.495 1.373 0.30
H -3.517 1.169 -0.529 0.32
H -4.316 -0.243 -1.086 0.43
H -2.400 -1.037 -0.125 0.28
H -3.465 -1.504 1.073 0.40
H -2.821 0.772 2.290 0.49
H -1.593 0.894 1.001 0.38
H -1.935 -2.669 2.461 0.33
H -2.811 -1.400 3.321 0.52
H -0.090 -2.498 4.215 0.34
H -1.679 -2.511 5.044 0.43
H 0.216 -0.408 5.351 0.37
H -1.482 -0.056 5.408 0.31
H 0.440 0.378 3.194 0.30
H -0.993 1.227 3.447 0.45
H -0.587 -1.839 0.801 0.45
H 0.561 -1.615 2.147 0.56
H 0.740 0.904 1.131 0.48
H -0.050 0.190 -0.265 0.36
H 2.588 0.378 -0.010 0.26
H 1.897 -1.099 -0.780 0.22
H 2.507 -1.119 0.860 0.35
```

Properties
Energy, eV: -90101.21195
ΔE to the lowest compared entry with this formula, charge and spin, eV: 0.025
Charge: +1

# 6
This record from the OMol25 dataset describes a cluster of 9 separate species, C14H32Cl10N4O8 in total. The level of theory is ωB97M-V/def2-TZVPD.

```
68
Properties=species:S:1:pos:R:3:mulliken_charge:R:1
C -6.167 -1.462 -4.716 -0.66
N -6.030 -0.962 -3.311 0.82
O -4.956 -1.073 -2.759 -0.50
O -6.953 -0.322 -2.871 -0.51
H -6.178 -0.565 -5.334 0.27
H -6.985 -2.182 -4.701 0.28
H -5.315 -2.122 -4.882 0.30
C 1.853 -4.730 -5.103 -0.75
N 1.227 -3.548 -5.744 0.86
O 0.266 -3.090 -5.187 -0.50
O 1.681 -3.283 -6.877 -0.51
H 1.114 -5.457 -4.765 0.28
H 2.558 -4.386 -4.345 0.28
H 2.492 -5.236 -5.827 0.34
C 1.513 4.148 4.970 -0.63
N 1.713 5.628 5.163 0.88
O 1.954 6.031 6.287 -0.54
O 1.652 6.253 4.149 -0.52
H 2.552 3.900 4.755 0.27
H 0.866 4.076 4.095 0.27
H 1.063 3.763 5.885 0.28
C -3.150 -2.684 4.683 -0.73
N -2.627 -2.095 5.985 0.90
O -2.341 -2.868 6.845 -0.52
O -2.374 -0.890 6.024 -0.53
H -4.201 -2.963 4.757 0.29
H -2.713 -3.676 4.569 0.31
H -2.935 -1.924 3.932 0.28
Cl -1.788 -4.971 0.286 -0.20
C -0.390 -5.630 -0.565 -0.38
C -0.033 -7.101 -0.362 -0.32
Cl 1.138 -7.686 -1.452 -0.19
H 0.389 -4.889 -0.387 0.29
H -0.593 -5.507 -1.629 0.22
H -0.900 -7.718 -0.597 0.27
H 0.386 -7.249 0.633 0.31
Cl 3.844 -4.298 2.668 -0.21
C 4.384 -2.999 1.664 -0.27
C 5.777 -3.465 1.122 -0.52
Cl 6.581 -2.262 0.071 -0.20
H 4.408 -2.212 2.418 0.27
H 3.647 -2.924 0.865 0.26
H 5.664 -4.394 0.563 0.32
H 6.510 -3.772 1.869 0.35
Cl -5.560 7.071 1.630 -0.18
C -5.990 6.069 0.154 -0.43
C -4.733 5.695 -0.633 -0.41
Cl -3.533 4.979 0.410 -0.17
H -6.597 6.702 -0.494 0.28
H -6.600 5.228 0.485 0.32
H -4.274 6.620 -0.982 0.28
H -4.927 4.997 -1.447 0.31
Cl 5.393 5.304 0.715 -0.20
C 4.801 5.734 -0.960 -0.40
C 5.907 6.277 -1.913 -0.45
Cl 6.640 7.771 -1.340 -0.17
H 4.036 6.506 -0.888 0.32
H 4.466 4.798 -1.406 0.27
H 5.427 6.445 -2.877 0.30
H 6.729 5.583 -2.090 0.32
Cl 0.144 -0.784 1.645 -0.18
C -0.591 0.344 0.386 -0.35
C 0.336 0.511 -0.869 -0.47
Cl 2.142 0.771 -0.460 -0.20
H -0.629 1.282 0.939 0.26
H -1.603 0.054 0.104 0.33
H 0.026 1.283 -1.574 0.37
H 0.385 -0.447 -1.385 0.25
```

Properties
Energy, eV: -162589.28890
ΔE to the lowest compared entry with this formula, charge and spin, eV: 1.416
SMILES: C[N+](=O)[O-].C[N+](=O)[O-].C[N+](=O)[O-].C[N+](=O)[O-].ClCCCl.ClCCCl.ClCCCl.ClCCCl.ClCCCl

# 7
This record from the OMol25 dataset describes a structure of composition C14H32F6N5O15S6V. The level of theory is ωB97M-V/def2-TZVPD.

```
79
Properties=species:S:1:pos:R:3:mulliken_charge:R:1
O -2.456 -0.008 0.483 -0.49
V -3.004 0.275 -0.956 1.94
O -2.646 1.779 -1.512 -0.50
C -6.185 4.733 -10.972 -0.99
C -5.491 4.090 -9.686 0.54
O -6.030 3.151 -9.086 -0.36
N -4.083 4.662 -9.320 -0.19
H -3.556 4.641 -10.180 0.38
H -4.017 5.622 -9.011 0.39
C -3.436 3.680 -8.350 -0.86
H -6.220 5.801 -10.759 0.35
H -7.195 4.430 -11.249 0.32
H -5.482 4.506 -11.774 0.32
H -3.205 2.736 -8.843 0.36
H -4.083 3.623 -7.475 0.36
H -2.519 4.199 -8.070 0.37
C 0.204 1.408 5.196 -1.19
C 1.461 1.484 4.348 -0.66
C 2.630 0.647 4.736 -0.48
C 2.214 -0.819 5.126 -1.36
N 3.416 -1.791 5.066 0.62
C 2.900 -3.261 5.282 -0.52
C 3.087 -4.024 3.973 -0.68
C 4.233 -3.271 3.328 -0.61
C 4.085 -1.805 3.712 -0.82
C 4.478 -1.422 6.148 -1.14
C 4.059 -1.535 7.594 -0.20
C 5.293 -1.287 8.507 -1.40
H -0.089 0.360 5.249 0.30
H -0.678 1.868 4.751 0.40
H 0.348 1.794 6.206 0.29
H 1.727 2.530 4.193 0.43
H 1.138 1.214 3.343 0.31
H 3.167 1.123 5.556 0.31
H 3.289 0.559 3.872 0.37
H 1.506 -1.265 4.426 0.67
H 1.730 -0.939 6.095 0.62
H 3.408 -3.746 6.116 0.34
H 1.857 -3.054 5.521 0.33
H 3.337 -5.084 4.016 0.35
H 2.156 -4.015 3.408 0.31
H 5.129 -3.683 3.791 0.31
H 4.210 -3.346 2.240 0.44
H 5.001 -1.214 3.700 0.32
H 3.339 -1.461 2.995 0.53
H 4.756 -0.400 5.893 0.47
H 5.288 -2.065 5.803 0.57
H 3.735 -2.507 7.966 0.36
H 3.227 -0.890 7.877 0.32
H 5.039 -1.355 9.564 0.38
H 5.549 -0.240 8.345 0.35
H 6.172 -1.814 8.134 0.36
N 5.152 1.868 -1.688 -0.20
S 5.504 0.726 -2.820 1.09
O 5.310 1.042 -4.243 -0.52
O 5.343 -0.638 -2.364 -0.56
F 7.163 0.935 -2.665 -0.33
S 3.749 2.146 -2.120 0.99
O 2.695 1.226 -1.706 -0.58
O 3.541 2.839 -3.430 -0.58
F 3.503 3.370 -1.091 -0.32
N -1.780 -2.415 -3.671 -0.21
S -2.268 -2.745 -5.296 1.02
O -3.300 -3.771 -5.449 -0.54
O -1.347 -2.358 -6.351 -0.53
F -3.308 -1.482 -5.298 -0.33
S -0.600 -3.348 -3.763 1.05
O 0.591 -2.740 -4.261 -0.54
O -0.962 -4.766 -3.917 -0.59
F -0.340 -3.341 -2.190 -0.32
N -6.963 0.119 -0.516 -0.18
S -7.883 0.679 0.533 1.00
O -7.934 -0.110 1.712 -0.56
O -9.020 1.561 0.205 -0.58
F -6.784 1.792 0.868 -0.32
S -8.153 -0.913 -1.244 1.03
O -8.447 -0.593 -2.638 -0.56
O -9.228 -1.559 -0.445 -0.49
F -7.029 -2.139 -1.467 -0.31
```

Properties
Energy, eV: -160187.61814

no.,E_HOMO (eV),gap between HOMO and LUMO (eV),LUMO (eV)
1,-8.09,8.74,0.6
2,-9.56,7.05,-2.5
3,-7.94,7.04,-0.9
4,-4.03,6.98,2.9
5,-10.12,7.94,-2.2
6,-10.68,10.50,-0.2
7,-8.30,3.60,-4.7